Record 1
Molecular formula: C5H12NO
Method: DFT, ωB97M-V/def2-TZVPD

The geometry in XYZ format:
```
19
C5H12NO | the Open Molecules 2025 dataset | ωB97M-V/def2-TZVPD
C 0.3701 -0.6758 2.2295
H 0.7628 -1.6352 2.8465
N 0.6803 0.1123 -1.4664
C 0.1906 -2.0187 -0.5316
H 0.1375 1.4173 -2.8927
H 1.3110 0.8160 1.0081
H 2.3078 -0.7031 1.4566
H -2.3707 3.0932 -1.5350
H -2.7479 1.7987 -0.5560
C 1.2730 -0.2635 1.1237
H 0.3534 -2.9796 0.1124
H 0.2094 0.1756 2.9324
H 1.2084 -0.4045 -2.1032
O -2.2550 2.5941 -0.6409
H -0.7525 1.6065 -0.9443
C 0.7320 -0.7864 -0.2320
H -0.6778 -0.9385 2.0920
C -0.0720 1.1250 -1.7755
H -0.6605 -2.3335 -1.1238
```

The HOMO energy (alpha / beta) is -0.19625 / -0.33157 Ha. The spin multiplicity is 2. As for the energy above the lowest of the compared OMol25 structures with the same formula, charge and spin: 305.41 kJ/mol. The electronic energy comes out at -8912.0217 eV. As for the HOMO-LUMO gap (alpha / beta): 6.138 / 9.774 eV. The value obtained for the molar mass is 102.2 g/mol.

Record 2
Molecular formula: C5H12NO
Method: DFT, ωB97M-V/def2-TZVPD

The geometry in XYZ format:
```
19
C5H12NO | the Open Molecules 2025 dataset | ωB97M-V/def2-TZVPD
H 1.5731 0.0498 0.0829
H 2.3099 -2.2265 -0.5139
C 0.7710 -0.6029 -0.3109
H -1.1597 -1.0901 0.5213
H -2.2677 2.3783 1.3605
H 2.0353 -1.7393 0.9929
H -0.6661 1.2137 -0.8401
H -0.5692 2.0988 1.7892
H -1.0582 3.1049 0.3862
C 0.6937 -0.5141 -1.8021
O 0.6859 -1.5433 -2.4382
H 0.6945 0.4089 -2.3911
C -1.2793 2.1954 0.9217
H 0.8772 -2.6694 0.2055
H -2.3066 0.6397 -0.2286
C -0.4316 -0.2737 0.5330
C -1.2922 0.9429 0.0188
H -0.1701 -0.4611 1.6125
N 1.5599 -1.9120 0.1003
```

The HOMO energy is -0.54250 Ha. As for the energy above the lowest of the compared OMol25 structures with the same formula, charge and spin: 167.58 kJ/mol. The total charge is +1. Its SMILES is CCC[C@@H]([NH3+])C=O. The electronic energy comes out at -8908.8923 eV. As for the HOMO-LUMO gap: 10.952 eV. The value obtained for the molar mass is 102.2 g/mol.

Record 3
Molecular formula: C5H12NO
Method: DFT, ωB97M-V/def2-TZVPD

The geometry in XYZ format:
```
19
C5H12NO | the Open Molecules 2025 dataset | ωB97M-V/def2-TZVPD
C 0.0255 -1.5537 0.7058
C -0.7397 -0.6487 0.1425
H 0.5876 1.6561 0.9500
N 1.2186 1.1097 -1.1170
C 0.2397 1.2953 -0.0312
H 1.1984 0.1709 -1.4050
H -2.6249 -1.2511 -0.5384
H 2.2050 1.3903 -0.9130
H -1.7422 0.0542 -1.6148
C 1.2852 -1.3519 1.4118
H 1.3415 -2.1375 2.2713
H 0.7887 1.7090 -1.7650
H -0.3049 -2.5211 0.6008
O -0.7021 2.1258 -0.5943
H -1.6293 2.0332 -0.3291
H 2.1524 -1.7729 0.8851
C -2.0271 -0.3978 -0.5435
H -2.5253 0.4360 0.0129
H 1.2530 -0.3459 1.8710
```

The HOMO energy (alpha / beta) is -0.35837 / -0.47912 Ha. The spin multiplicity is 3. As for the energy above the lowest of the compared OMol25 structures with the same formula, charge and spin: 298.55 kJ/mol. The total charge is +1. The electronic energy comes out at -8903.0913 eV. As for the HOMO-LUMO gap (alpha / beta): 6.379 / 6.891 eV. The value obtained for the molar mass is 102.2 g/mol.

Record 4
Molecular formula: C5H12NO
Method: DFT, ωB97M-V/def2-TZVPD

The geometry in XYZ format:
```
19
C5H12NO | the Open Molecules 2025 dataset | ωB97M-V/def2-TZVPD
C -0.5763 -1.3085 0.4846
C -0.5179 0.1516 0.9227
H 2.0911 2.7166 1.4548
H -0.4055 -1.0356 -1.7044
H 0.2259 0.9599 -1.0475
H -0.1154 0.3170 1.9190
C -1.0000 -1.6842 -1.0190
H -0.7621 -2.7426 -1.1074
H 0.0903 2.1311 0.2371
N 1.8091 1.0217 0.3002
H -1.5096 0.5800 0.7643
H -1.3483 -1.7935 1.0867
H 2.3859 0.2686 -0.0622
C 2.4779 2.0462 0.6887
O -2.2330 -1.1464 -1.2195
H -2.8602 -1.8167 -1.5893
H 0.3558 -1.8227 0.6746
H 3.5528 2.0827 0.5321
C 0.3352 1.0934 0.0294
```

The HOMO energy (alpha / beta) is -0.74909 / -0.75057 Ha. The spin multiplicity is 2. As for the energy above the lowest of the compared OMol25 structures with the same formula, charge and spin: 213.18 kJ/mol. The total charge is +2. The electronic energy comes out at -8895.4524 eV. As for the HOMO-LUMO gap (alpha / beta): 11.568 / 7.179 eV. The value obtained for the molar mass is 102.2 g/mol.

Record 5
Molecular formula: C5H12NO
Method: DFT, ωB97M-V/def2-TZVPD

The geometry in XYZ format:
```
19
C5H12NO | the Open Molecules 2025 dataset | ωB97M-V/def2-TZVPD
C -0.4232 1.9447 1.7853
O -3.0353 2.3161 0.4023
H 0.8370 -2.8141 -2.5826
H 0.1125 0.8899 -0.5509
C 1.2810 -0.8038 0.0879
C 0.6395 -2.3710 -1.6025
H -0.3726 -1.9749 -1.5907
N 0.2634 0.8670 1.5499
H 1.2204 -1.5899 0.8462
H -0.8226 2.4561 0.9096
C 1.7151 -1.2564 -1.2170
H 2.6901 -1.7510 -1.1702
H -3.7638 1.6884 0.4103
H 0.5091 0.2291 2.3085
C 0.6320 0.4142 0.2807
H 0.7703 -3.2087 -0.9164
H -3.4187 3.1905 0.2351
H -0.5668 2.2704 2.8106
H 1.7324 -0.4967 -1.9963
```

The HOMO energy (alpha / beta) is -0.68447 / -0.68413 Ha. The spin multiplicity is 2. As for the energy above the lowest of the compared OMol25 structures with the same formula, charge and spin: 186.44 kJ/mol. The total charge is +2. The electronic energy comes out at -8895.7295 eV. As for the HOMO-LUMO gap (alpha / beta): 7.985 / 5.449 eV. The value obtained for the molar mass is 102.2 g/mol.

Record 6
Molecular formula: C5H12NO2
Method: DFT, ωB97M-V/def2-TZVPD

The geometry in XYZ format:
```
20
C5H12NO2 | the Open Molecules 2025 dataset | ωB97M-V/def2-TZVPD
O -3.0555 0.3279 -0.5064
H 1.6282 -0.3738 1.2877
H 1.2792 1.6341 0.6011
O 3.0192 -0.5841 -0.1747
C 2.0474 -0.5282 -1.1021
H 2.0807 0.3009 -1.8284
C 0.6101 -0.0117 1.9402
C 0.7226 -0.3777 -0.4552
H -1.1721 0.4580 -0.8525
C -3.2483 0.6795 0.7271
H -2.4679 0.2357 1.4575
H 0.3957 -1.3456 -0.0866
H 1.0056 0.4013 2.8794
H -0.2431 -0.6800 2.1884
H 1.9655 -1.4080 -1.8739
H -4.1737 0.3832 1.2995
C 0.9317 0.6085 0.7380
H -0.7595 -0.8963 -1.7824
N -0.4360 -0.0686 -1.3162
H -3.0529 1.8002 1.1530
```

The HOMO energy is -0.10981 Ha. As for the energy above the lowest of the compared OMol25 structures with the same formula, charge and spin: 837.75 kJ/mol. The total charge is -1. The electronic energy comes out at -10958.3075 eV. As for the HOMO-LUMO gap: 5.332 eV. The value obtained for the molar mass is 118.2 g/mol.